1.
Here is a cluster of 6 separate species, C40H61F8NO13 in total from the Open Molecules 2025 dataset. Energies are from ωB97M-V/def2-TZVPD.

Geometry as XYZ:
```
123
Properties=species:S:1:pos:R:3
C 1.240 8.031 -0.226
C 1.964 7.089 -0.817
C 2.365 5.647 -1.476
C 2.347 4.515 -0.320
C 1.898 3.116 -1.000
C 0.325 2.791 -0.911
C -0.163 1.422 -1.027
C 0.823 0.139 -1.205
C 1.552 -0.080 0.227
O 0.866 -0.994 1.126
C 1.368 -2.347 1.019
C 1.515 -3.116 2.438
F 1.718 -2.198 3.559
F 0.207 -3.729 2.703
C 2.730 -4.176 2.501
F 3.131 -4.691 1.204
F 3.873 -3.526 3.127
C 2.373 -5.500 3.396
F 1.810 -5.134 4.661
F 3.645 -6.170 3.648
C 1.475 -6.576 2.557
F 0.368 -7.068 3.356
F 2.289 -7.651 2.010
C -1.756 1.064 -0.988
O -2.243 0.017 -1.570
C -2.712 2.067 -0.177
C -2.243 3.442 -0.058
C -3.213 4.434 0.790
N -3.426 3.749 2.129
C -3.527 4.742 3.248
C -0.842 3.911 -0.736
O -0.733 5.117 -1.133
H 0.496 8.787 0.242
H 3.396 5.761 -1.969
H 1.596 5.334 -2.272
H 1.768 4.801 0.630
H 3.457 4.369 0.014
H 2.587 2.296 -0.577
H 2.167 3.199 -2.135
H 0.166 -0.801 -1.420
H 1.540 0.243 -2.100
H 2.659 -0.326 0.033
H 1.545 0.960 0.758
H 2.390 -2.401 0.493
H 0.621 -2.945 0.375
H 1.022 -6.001 1.652
H -3.696 1.696 0.320
H -2.815 5.509 0.883
H -4.245 4.395 0.246
H -2.581 3.171 2.338
H -4.318 5.572 3.077
H -2.476 5.221 3.439
H -3.777 4.168 4.239
C 5.121 -2.120 -5.859
C 5.076 -1.779 -4.383
O 4.287 -0.602 -4.151
C 2.948 -0.598 -4.007
C 2.172 -1.830 -4.377
O 2.373 0.414 -3.653
H 4.126 -2.348 -6.250
H 5.767 -2.983 -6.035
H 5.500 -1.272 -6.435
H 4.728 -2.613 -3.768
H 6.087 -1.544 -4.039
H 1.824 -1.738 -5.407
H 1.310 -1.908 -3.711
H 2.731 -2.755 -4.260
C -3.980 -0.722 6.772
C -2.969 0.400 6.650
O -3.478 1.463 5.828
C -4.262 2.461 6.270
C -4.890 2.344 7.631
O -4.517 3.407 5.550
H -4.899 -0.385 7.257
H -3.567 -1.551 7.352
H -4.261 -1.091 5.782
H -2.640 0.778 7.621
H -2.075 0.023 6.147
H -5.890 1.921 7.528
H -4.964 3.345 8.064
H -4.310 1.750 8.335
C -0.598 -6.249 5.734
C -0.655 -5.934 7.215
O -1.461 -4.772 7.465
C -2.800 -4.789 7.603
C -3.556 -6.027 7.206
O -3.391 -3.795 7.972
H -1.587 -6.484 5.334
H 0.061 -7.100 5.546
H -0.228 -5.388 5.175
H -0.994 -6.783 7.814
H 0.352 -5.691 7.568
H -3.900 -5.921 6.176
H -4.420 -6.130 7.867
H -2.983 -6.946 7.309
C 0.598 7.061 -6.330
C 1.518 7.616 -5.261
O 2.464 6.625 -4.831
C 3.633 6.367 -5.445
C 3.875 6.931 -6.818
O 4.447 5.629 -4.928
H 1.152 6.771 -7.226
H -0.154 7.802 -6.614
H 0.090 6.163 -5.968
H 2.024 8.533 -5.574
H 0.925 7.878 -4.380
H 3.589 6.189 -7.565
H 4.940 7.153 -6.918
H 3.351 7.865 -7.009
C -3.380 -3.634 -5.939
C -2.043 -3.045 -6.344
O -1.080 -3.181 -5.288
C -0.327 -4.276 -5.077
C -0.680 -5.551 -5.793
O 0.576 -4.252 -4.265
H -3.304 -4.706 -5.741
H -4.123 -3.480 -6.724
H -3.738 -3.168 -5.017
H -1.664 -3.466 -7.279
H -2.163 -1.972 -6.515
H -1.320 -6.157 -5.149
H 0.244 -6.097 -6.000
H -1.165 -5.398 -6.754
```

Values from the calculation:
HOMO-LUMO gap, Ha: 0.2761
DFT total energy, Ha: -3392.11816
Net charge: 0
F_max, eV Å⁻¹: 6.737
E_HOMO, eV: -8.2270

Atomic partial charges in e from the Löwdin method, atoms 1 to 6: number 1, C, carries 0.035; number 2, C, carries -0.104; number 3, C, carries -0.201; number 4, C, carries -0.198; number 5, C, carries -0.135; number 6, C, carries -0.036



2.
Here is a structure of composition C22H20AsClCuN3O5 from the Open Molecules 2025 dataset. Energies are from ωB97M-V/def2-TZVPD.

Geometry as XYZ:
```
53
Properties=species:S:1:pos:R:3
Cu 1.230 -0.509 1.270
O 3.453 2.303 1.119
Cl 2.585 1.761 2.126
O 2.851 2.305 3.422
O 2.791 0.265 2.176
O 1.183 1.948 1.757
O -0.385 -1.124 0.569
As -0.796 0.345 -0.165
C -2.091 -0.148 -1.515
C -1.603 -0.825 -2.633
C -2.482 -1.306 -3.591
C -3.850 -1.110 -3.439
C -4.336 -0.433 -2.332
C -3.459 0.046 -1.366
C 0.518 1.247 -1.236
C 1.799 0.733 -1.394
C 2.710 1.410 -2.194
C 2.341 2.589 -2.824
C 1.053 3.091 -2.678
C 0.133 2.418 -1.888
C -1.734 1.481 1.049
C -1.551 2.856 1.120
C -2.337 3.599 1.987
C -3.290 2.971 2.778
C -3.456 1.594 2.717
C -2.676 0.842 1.850
H -0.538 -0.970 -2.761
H -2.101 -1.832 -4.458
H -4.537 -1.485 -4.189
H -5.402 -0.274 -2.217
H -3.847 0.577 -0.506
H 2.101 -0.177 -0.891
H 3.712 1.019 -2.312
H 3.061 3.121 -3.435
H 0.765 4.008 -3.177
H -0.878 2.794 -1.802
H -0.774 3.339 0.545
H -2.192 4.670 2.056
H -3.899 3.558 3.455
H -4.186 1.103 3.348
H -2.784 -0.233 1.810
N 4.157 -4.524 3.022
C 3.257 -4.182 2.038
C 3.209 -2.875 1.529
N 2.372 -2.538 0.566
C 1.577 -3.494 0.072
C 1.636 -4.775 0.575
N 2.463 -5.128 1.563
H 4.531 -3.792 3.600
H 3.979 -5.402 3.480
H 3.852 -2.092 1.925
H 0.878 -3.214 -0.703
H 0.985 -5.550 0.185
```

Values from the calculation:
HOMO-LUMO gap, Ha: 0.3176
DFT total energy, Ha: -5726.99655
ΔE to the lowest compared entry with this formula, charge and spin, kJ/mol: 23.01
Net charge: 0
F_max, eV Å⁻¹: 1.217
E_HOMO, eV: -8.2312

Atomic partial charges in e from the Löwdin method, atoms 1 to 6: number 1, Cu, carries 0.309; number 2, O, carries -0.305; number 3, Cl, carries 0.729; number 4, O, carries -0.294; number 5, O, carries -0.406; number 6, O, carries -0.376



Q: Which value of F_max does entry 1 give?
A: 6.737 eV Å⁻¹